Entry 1:
C6H6N4OS | ωB97M-V/def2-TZVPD

The geometry in XYZ format:
```
18
Properties=species:S:1:pos:R:3:mulliken_charge:R:1
C -0.7792 0.0307 -0.2661 0.409
C -1.8517 0.8995 -0.3249 -0.121
C -0.9605 -1.1410 -0.9207 0.575
C 1.0563 -2.0353 -0.6225 -0.060
C 1.4472 0.0963 0.4426 0.237
C -1.9310 2.1985 0.4678 -1.148
N -2.8759 0.3786 -1.0007 -0.525
N -0.1137 -2.1663 -0.9657 -0.466
N 1.8885 1.0879 1.0173 -0.471
N 1.8626 -1.0686 -0.0231 0.123
O 3.1617 -1.5785 0.4339 -0.440
S -2.5710 -1.0762 -1.6365 0.036
H 1.6476 -2.9723 -0.8440 0.302
H -2.6348 2.0411 1.2158 0.310
H -0.9540 2.4714 0.7984 0.265
H -2.3353 2.8216 -0.3306 0.333
H 2.7941 1.6322 1.0902 0.285
H 3.1491 -1.6196 1.4689 0.356
```

The calculation puts the relative energy (zero: lowest compared OMol25 entry of this formula, charge and spin) at 357.8 kJ/mol. The net charge is 0. The value obtained for the LUMO energy is -0.25 eV.

---

Entry 2:
C55H80BrN6O6PS | ωB97M-V/def2-TZVPD

The geometry in XYZ format:
```
150
Properties=species:S:1:pos:R:3:mulliken_charge:R:1
C 6.7856 2.7907 0.2343 -1.186
C 5.3537 2.7479 -0.3276 -0.169
C 5.2530 2.8961 -1.8504 -1.254
Br 6.2778 4.5193 -2.2671 -0.111
C 3.7688 2.8007 -2.3409 -0.888
C 3.2939 1.3929 -1.8221 0.429
C 2.3861 1.5817 -0.5876 -2.097
C 2.6047 0.5138 -2.8514 -0.632
C 1.9993 -0.7748 -2.2662 -1.613
C 0.4886 -0.7579 -2.0222 -0.151
C 0.0571 -1.8871 -1.0757 -0.857
C -1.3546 -1.6913 -0.5246 -0.062
C -2.4489 -1.8728 -1.5762 -0.763
C -3.8602 -1.6386 -1.0175 -0.490
C -4.3478 -0.1862 -1.1389 -0.761
C -5.8857 -0.0685 -1.2083 -0.603
C -6.4695 0.8825 -0.1638 -0.455
C -7.9750 1.1026 -0.3406 -1.082
C -8.3120 2.1722 -1.3839 -0.492
C -8.2563 3.5944 -0.8051 -0.577
O -7.6596 4.5298 -1.6898 -0.369
C -8.5550 5.0051 -2.6689 -0.736
O 1.5506 1.2878 -3.4676 -0.296
S 2.1373 2.1512 -4.6485 0.945
O 2.6930 1.2492 -5.6055 -0.638
O 1.0671 3.0119 -5.0778 -0.637
C 3.4371 3.1745 -3.8617 2.739
C 4.6945 3.3372 -4.7669 -1.783
C 4.8666 2.9544 -6.2453 -0.555
C 3.8028 3.3631 -7.2703 -1.260
O 5.2048 1.5598 -6.3227 -0.509
P 2.3725 4.7862 -3.6164 0.034
C 2.5610 5.6782 -5.2048 -1.140
O 3.4298 5.6785 -2.6816 -0.488
H 7.0711 3.7899 0.5542 0.370
H 6.8230 2.1522 1.1203 0.218
H 7.5051 2.3931 -0.4832 0.338
H 4.9384 1.7841 -0.0363 0.043
H 4.7505 3.5302 0.1397 0.518
H 5.8122 2.0788 -2.3129 0.714
H 3.2034 3.5045 -1.7282 0.470
H 4.1538 0.7948 -1.5077 0.961
H 2.3695 0.6986 0.0515 0.236
H 1.3724 1.8379 -0.8999 0.365
H 2.7351 2.4121 0.0255 0.661
H 3.3214 0.2087 -3.6160 0.438
H 2.2013 -1.5810 -2.9777 0.531
H 2.5433 -1.0395 -1.3563 0.337
H -0.0045 -0.8979 -2.9865 0.257
H 0.1359 0.1918 -1.6166 0.450
H 0.1144 -2.8465 -1.6016 0.312
H 0.7617 -1.9181 -0.2372 0.245
H -1.5312 -2.3685 0.3155 0.058
H -1.4157 -0.6763 -0.1097 0.275
H -2.2662 -1.1841 -2.4078 0.340
H -2.3660 -2.8840 -1.9913 0.334
H -4.5696 -2.3109 -1.5047 0.435
H -3.8475 -1.9219 0.0396 0.153
H -4.0018 0.3813 -0.2701 0.377
H -3.8997 0.2715 -2.0243 0.253
H -6.3440 -1.0546 -1.0985 0.331
H -6.1712 0.3083 -2.1970 0.215
H -6.2861 0.4676 0.8325 0.310
H -5.9571 1.8484 -0.2289 0.382
H -8.4005 1.4187 0.6194 0.367
H -8.4767 0.1649 -0.5942 0.424
H -7.6266 2.1423 -2.2358 0.308
H -9.3126 1.9787 -1.7824 0.404
H -9.2632 3.9400 -0.5373 0.329
H -7.6462 3.6080 0.1011 0.383
H -9.1673 5.8282 -2.2793 0.293
H -7.9777 5.3720 -3.5177 0.253
H -9.2270 4.2192 -3.0307 0.313
H 4.9710 4.3878 -4.6870 0.641
H 5.5188 2.8061 -4.2940 0.234
H 5.7800 3.4958 -6.5233 0.719
H 2.7940 3.4561 -6.8781 0.134
H 3.7783 2.6165 -8.0639 0.441
H 4.0713 4.3226 -7.7209 0.350
H 5.8966 1.4643 -6.9847 0.377
H 2.3263 6.7289 -5.0068 0.514
H 3.5388 5.6174 -5.6826 0.392
H 1.7907 5.3035 -5.8800 0.309
H 3.2603 6.6186 -2.8261 0.351
N -5.5358 -4.2422 0.5204 -0.424
C -4.3579 -4.8619 0.4668 -0.032
C -4.2076 -6.2037 0.1500 -0.877
C -5.3440 -6.9458 -0.1266 -0.414
C -6.5775 -6.3157 -0.0769 -0.541
C -6.6182 -4.9672 0.2482 -0.321
H -3.4902 -4.2471 0.6847 0.710
H -3.2256 -6.6559 0.1233 0.418
H -5.2640 -7.9962 -0.3744 0.685
H -7.4918 -6.8552 -0.2853 0.375
H -7.5649 -4.4392 0.2931 0.380
N -1.0801 7.9625 -2.3052 -0.524
C -0.4728 7.0510 -3.0613 -0.307
C -1.1279 6.2476 -3.9821 0.145
C -2.4963 6.4043 -4.1294 -0.665
C -3.1455 7.3509 -3.3529 -0.255
C -2.3951 8.1014 -2.4604 -0.346
H 0.5928 6.9406 -2.8973 0.604
H -0.5809 5.5057 -4.5491 0.273
H -3.0483 5.7917 -4.8305 0.408
H -4.2136 7.5017 -3.4280 0.381
H -2.8698 8.8488 -1.8340 0.366
N -1.1592 -3.3216 2.8253 -0.307
C -2.0270 -4.2139 3.2972 -0.250
C -1.6742 -5.2575 4.1401 -0.688
C -0.3465 -5.3794 4.5162 -0.111
C 0.5686 -4.4572 4.0342 -0.566
C 0.1129 -3.4517 3.1947 -0.194
H -3.0558 -4.0838 2.9803 0.624
H -2.4236 -5.9552 4.4879 0.365
H -0.0297 -6.1802 5.1721 0.380
H 1.6155 -4.5144 4.2997 0.353
H 0.7993 -2.7119 2.7966 0.387
N -4.2825 -9.9668 1.2147 -0.342
C -5.3893 -9.7278 1.9169 0.089
C -6.0684 -10.6980 2.6383 -0.701
C -5.5770 -11.9932 2.6274 -0.167
C -4.4296 -12.2601 1.8987 -0.422
C -3.8234 -11.2170 1.2150 -0.235
H -5.7486 -8.7046 1.9002 0.373
H -6.9615 -10.4407 3.1911 0.358
H -6.0793 -12.7798 3.1756 0.371
H -4.0086 -13.2553 1.8589 0.356
H -2.9210 -11.3889 0.6387 0.353
N 7.2624 1.4771 3.5297 -0.357
C 6.0823 0.9737 3.8826 -0.033
C 5.9082 0.0839 4.9324 -0.705
C 7.0209 -0.3088 5.6596 -0.022
C 8.2561 0.2086 5.3035 -0.443
C 8.3232 1.0930 4.2384 -0.260
H 5.2324 1.3028 3.2921 0.366
H 4.9214 -0.2884 5.1739 0.351
H 6.9279 -0.9903 6.4914 0.390
H 9.1517 -0.0628 5.8455 0.333
H 9.2730 1.5201 3.9349 0.359
N 7.1354 -0.0233 8.9349 -0.207
C 7.9330 -0.5361 9.8699 -0.182
C 7.8032 -0.2632 11.2230 -0.532
C 6.7905 0.5912 11.6284 -0.158
C 5.9538 1.1342 10.6671 -0.620
C 6.1675 0.7957 9.3393 -0.080
H 8.7157 -1.1981 9.5150 0.345
H 8.4804 -0.7100 11.9379 0.360
H 6.6564 0.8304 12.6754 0.361
H 5.1517 1.8074 10.9365 0.363
H 5.5344 1.2013 8.5569 0.353
```

The net charge is 0. The value obtained for the LUMO energy is 0.46 eV.

---

Entry 3:
C5H14 | ωB97M-V/def2-TZVPD

The geometry in XYZ format:
```
19
Properties=species:S:1:pos:R:3:mulliken_charge:R:1
C 3.4785 -0.4810 0.5913 -1.032
C 2.4605 0.4377 -0.1059 -0.698
H 2.9455 -1.2569 1.0438 0.307
H 4.1887 -0.9064 -0.0116 0.364
H 4.2286 -0.0606 1.3795 0.262
H 2.8934 1.2827 -0.6660 0.330
H 1.9163 0.8274 0.6283 0.277
H 1.9026 -0.1376 -0.9039 0.189
C -1.7231 0.3703 -0.1144 -0.005
C -3.1087 0.9893 -0.4181 -1.294
C -1.7253 -1.1753 0.0531 -1.164
H -1.0933 0.5324 -1.0051 0.173
H -1.1550 0.7707 0.7852 0.248
H -3.9477 0.7195 0.2576 0.314
H -3.4456 0.8257 -1.3811 0.382
H -0.9214 -1.4907 -0.5080 0.317
H -1.4567 -1.6210 0.9886 0.330
H -2.8247 2.0076 -0.3119 0.353
H -2.6126 -1.6339 -0.3014 0.348
```

The calculation puts the relative energy (zero: lowest compared OMol25 entry of this formula, charge and spin) at 135.0 kJ/mol. The net charge is 0. The value obtained for the LUMO energy is 1.10 eV.

---

| no. | frontier orbital gap (hartree) | calculated total energy (hartree) |
| --- | --- | --- |
| 1 | 0.310 | -924.46062 |
| 2 | 0.321 | -6237.18393 |
| 3 | 0.444 | -198.83774 |